Record 1
The following is a DFT calculation (ωB97M-V/def2-TZVPD) of a 2-piece molecular cluster, C4H9NO2 overall.

Results
Charge: 0
F_max in eV/Å: 0.46
Spin multiplicity: 1
LUMO in eV: 0.69
E_tot in a.u.: -363.00266
HOMO energy in eV: -9.9

```
16
Properties=species:S:1:pos:R:3:forces:R:3
C 1.566 -0.186 1.648 0.1 -0.1 -0.1
C 1.769 0.591 0.376 -0.2 0.1 -0.1
N 0.903 0.947 -0.489 0.1 -0.1 0.3
C -0.457 0.662 -0.247 -0.1 0.0 0.3
O -1.022 0.674 0.825 0.2 0.0 -0.4
O -1.074 0.453 -1.414 0.2 0.1 0.0
C -2.489 0.288 -1.344 -0.2 0.0 0.0
H 0.922 -1.055 1.491 0.1 0.1 0.0
H 1.049 -2.467 -0.695 0.0 0.0 -0.1
H 2.534 -0.506 2.042 -0.2 0.0 -0.1
H 1.066 0.438 2.392 0.0 0.0 -0.1
H 2.795 0.904 0.158 -0.2 0.0 0.0
H 1.017 -1.907 -1.184 0.0 -0.1 0.0
H -2.847 0.391 -2.369 0.0 -0.1 0.1
H -2.745 -0.700 -0.951 0.0 0.1 0.0
H -2.932 1.056 -0.707 0.0 -0.1 -0.1
```
Forces are in eV/Å.

Record 2
The following is a DFT calculation (ωB97M-V/def2-TZVPD) of a single C4H9NO2 molecule.

Results
Charge: 0
F_max in eV/Å: 2.86
Spin multiplicity: 1
LUMO in eV: 0.82
E_tot in a.u.: -363.03882
HOMO energy in eV: -9.7

```
16
Properties=species:S:1:pos:R:3:forces:R:3
C 1.523 -0.393 0.358 -0.7 -0.8 0.2
O 1.478 -0.022 1.724 0.6 1.0 0.3
C 0.815 0.629 -0.584 0.8 -0.5 1.8
C -0.491 1.086 0.169 0.6 -1.4 -2.4
C -1.425 -0.121 0.067 0.2 -0.3 1.9
N -1.938 -0.536 -1.120 -0.2 -0.1 -0.6
O -1.704 -0.746 1.087 -0.1 0.4 -0.3
H 2.573 -0.536 0.099 -0.1 0.0 -0.3
H 1.005 -1.338 0.306 0.0 -0.6 -0.4
H 0.992 -0.639 2.272 -0.2 -0.2 -0.3
H 1.650 1.328 -0.743 -1.1 0.7 -0.3
H 0.560 0.111 -1.504 0.3 0.2 -0.3
H -0.223 1.140 1.209 -0.4 0.9 0.2
H -0.945 1.909 -0.380 0.0 0.4 0.6
H -1.367 -0.500 -1.950 -0.2 0.2 0.0
H -2.502 -1.372 -1.011 0.2 0.1 -0.1
```
Forces are in eV/Å.

Record 3
The following is a DFT calculation (ωB97M-V/def2-TZVPD) of a 2-piece molecular cluster, C4H9NO2 overall.

Results
Charge: 0
F_max in eV/Å: 1.89
Spin multiplicity: 1
LUMO in eV: -0.16
E_tot in a.u.: -362.90077
HOMO energy in eV: -8.5

```
16
Properties=species:S:1:pos:R:3:forces:R:3
N 1.597 0.547 1.200 0.0 0.0 0.1
C 1.253 -0.766 1.210 0.0 -0.1 0.1
O 1.582 -1.548 2.082 -0.1 0.3 -0.3
C 0.422 -1.209 -0.011 0.0 -0.2 0.0
C -0.929 -0.553 -0.037 -0.5 -0.6 -1.7
C -1.041 0.862 -0.515 -0.7 0.1 0.1
O 0.150 1.467 -1.029 0.1 0.0 -0.2
H 2.195 0.892 1.935 -0.1 -0.1 -0.1
H 1.332 1.140 0.420 0.1 -0.1 0.2
H 1.001 -0.970 -0.912 0.0 -0.1 0.2
H 0.301 -2.289 0.077 0.1 0.1 0.0
H -1.735 -1.461 -1.363 1.1 0.7 0.3
H -1.844 -1.236 -0.383 -0.1 0.2 1.1
H -1.798 0.902 -1.295 -0.2 0.0 0.1
H -1.407 1.452 0.330 0.1 0.1 0.1
H -0.091 2.359 -1.318 0.2 -0.3 0.1
```
Forces are in eV/Å.

Record 4
The following is a DFT calculation (ωB97M-V/def2-TZVPD) of a 2-piece molecular cluster, C4H9NO2 overall.

Results
Charge: 0
F_max in eV/Å: 5.88
Spin multiplicity: 1
LUMO in eV: 0.37
E_tot in a.u.: -362.81568
HOMO energy in eV: -9.1

```
16
Properties=species:S:1:pos:R:3:forces:R:3
C 2.445 0.783 2.256 -2.9 4.9 -1.0
C -1.511 0.351 -1.300 1.1 2.7 4.6
C -0.686 -2.002 -1.102 0.1 -0.8 2.5
C -0.623 -0.608 -0.519 -3.1 -0.1 -5.0
N 0.098 -0.283 0.402 2.6 -1.2 2.3
O 2.456 2.090 1.649 -0.7 -2.3 1.9
O 0.081 1.032 0.853 -1.2 0.4 -1.9
H 3.435 0.486 2.112 2.2 -0.4 -0.6
H -1.571 0.240 -2.316 0.8 -0.1 -2.6
H -2.535 0.153 -1.012 -0.5 0.2 0.6
H -1.139 1.399 -0.866 -1.4 -1.9 -1.7
H -1.226 -1.964 -2.026 -0.1 -0.2 -0.5
H -1.273 -2.660 -0.354 1.1 0.7 -1.3
H 0.342 -2.360 -1.232 -0.4 -0.3 0.0
H 1.579 2.616 1.728 1.8 -2.0 -0.1
H 0.125 0.727 1.728 0.6 0.5 2.7
```
Forces are in eV/Å.

Record 5
The following is a DFT calculation (ωB97M-V/def2-TZVPD) of a 2-piece molecular cluster, C4H9NO2 overall.

Results
Charge: 0
F_max in eV/Å: 0.74
Spin multiplicity: 1
LUMO in eV: 0.97
E_tot in a.u.: -362.96450
HOMO energy in eV: -8.8

```
16
Properties=species:S:1:pos:R:3:forces:R:3
N 2.071 -2.292 1.745 0.0 0.1 -0.2
C 1.432 -1.347 1.050 0.1 -0.4 0.6
O 0.523 -0.804 1.879 0.1 0.0 -0.3
C 0.570 1.766 -0.091 -0.2 -0.2 0.0
C -0.672 1.318 -0.262 0.1 0.1 0.1
C -1.060 0.293 -1.286 0.3 -0.1 0.3
O -2.034 0.895 -2.122 -0.1 -0.2 -0.3
H 1.882 -2.492 2.725 -0.1 0.1 -0.1
H 2.811 -2.812 1.304 -0.1 0.1 0.0
H 0.814 2.514 0.661 -0.1 -0.1 -0.1
H 1.390 1.362 -0.682 -0.1 0.1 0.1
H 0.105 -0.085 1.380 0.0 0.0 0.1
H -1.493 1.708 0.337 0.1 0.0 -0.1
H -0.168 -0.029 -1.843 -0.2 0.1 0.0
H -1.481 -0.603 -0.799 0.1 0.2 0.0
H -2.306 0.234 -2.768 -0.1 0.1 0.0
```
Forces are in eV/Å.

Record 6
The following is a DFT calculation (ωB97M-V/def2-TZVPD) of a single C4H9NO2 molecule.

Results
Charge: 0
F_max in eV/Å: 2.48
Spin multiplicity: 1
LUMO in eV: 0.86
E_tot in a.u.: -362.99673
HOMO energy in eV: -9.6

```
16
Properties=species:S:1:pos:R:3:forces:R:3
C 0.270 -0.023 -0.158 1.5 -1.4 1.2
C -0.144 -1.076 -1.196 -1.0 -0.2 -0.6
C 1.031 -1.488 -1.999 1.6 0.4 0.2
O 1.259 -1.112 -3.121 -0.3 -0.3 -0.1
N -0.833 0.186 0.740 -1.1 0.2 0.9
C -0.648 0.900 1.955 2.3 0.9 0.2
O -0.348 2.278 1.692 -0.8 1.0 0.7
H 1.149 -0.331 0.535 -1.3 -0.2 -1.2
H 0.749 0.772 -0.727 -0.6 0.9 0.0
H -0.896 -0.714 -1.919 0.4 0.6 0.3
H -0.697 -1.920 -0.787 0.5 -0.2 0.7
H 1.861 -2.000 -1.437 -0.5 -0.2 -0.2
H -1.637 0.642 0.337 -0.2 -0.3 -0.7
H -1.481 0.882 2.665 -0.3 0.0 -0.7
H 0.232 0.587 2.545 -0.3 -0.8 -0.4
H 0.134 2.416 0.875 0.1 -0.4 -0.1
```
Forces are in eV/Å.

Record 7
The following is a DFT calculation (ωB97M-V/def2-TZVPD) of C4H9NO2 as an isolated structure.

Results
Charge: +1
F_max in eV/Å: 2.73
Spin multiplicity: 2
LUMO (spin up / spin down) in eV: -7.74 / -8.31
E_tot in a.u.: -362.56827
HOMO energy (spin up / spin down) in eV: -16.0 / -15.7

```
16
Properties=species:S:1:pos:R:3:forces:R:3
C 0.056 0.706 0.724 -1.5 -0.8 -0.1
C 1.024 -0.364 0.553 0.5 -0.9 0.0
C 2.410 0.238 0.035 -1.2 0.9 -0.5
O 0.627 -1.406 -0.316 -0.2 1.3 0.7
C -1.101 0.701 -0.185 -1.3 0.1 -2.3
N -2.270 0.059 0.493 2.3 0.3 1.4
O -0.796 0.043 -1.385 0.3 0.2 1.3
H -1.424 1.695 -0.506 0.2 0.3 0.3
H -0.072 1.422 1.533 1.0 0.0 0.1
H 1.222 -0.890 1.497 0.1 0.4 0.4
H 3.025 -0.649 -0.075 0.4 0.3 0.3
H 2.735 1.064 0.659 0.5 -0.4 0.4
H 2.222 0.696 -0.941 0.0 -0.4 0.0
H -0.126 -0.730 -1.006 -0.3 -0.7 -1.5
H -1.826 -0.515 1.220 -0.8 -0.8 -0.2
H -2.830 0.720 1.036 -0.1 0.2 -0.4
```
Forces are in eV/Å.

Record 8
The following is a DFT calculation (ωB97M-V/def2-TZVPD) of an isolated ion of composition C4H9NO2 and charge +1.

Results
Charge: +1
F_max in eV/Å: 3.88
Spin multiplicity: 2
LUMO (spin up / spin down) in eV: -3.54 / -9.03
E_tot in a.u.: -362.67295
HOMO energy (spin up / spin down) in eV: -13.9 / -13.7

```
16
Properties=species:S:1:pos:R:3:forces:R:3
C -0.183 -0.043 0.306 -1.6 1.0 0.5
C -1.116 -0.179 -0.909 -0.2 0.8 0.0
C -1.531 -1.608 -1.078 0.0 -1.5 -0.2
O -1.863 -2.098 -2.117 0.0 0.5 -0.2
N 0.428 1.267 0.379 2.6 -1.9 -2.1
C 1.307 1.600 1.477 0.4 0.9 2.3
O 2.352 0.656 1.507 -1.0 -0.1 -0.4
H -0.766 -0.080 1.232 0.2 -0.8 0.0
H 0.584 -0.838 0.242 0.2 0.4 0.3
H -0.711 0.203 -1.850 0.3 -0.2 0.1
H -2.017 0.418 -0.738 0.0 0.0 0.1
H -1.485 -2.293 -0.202 0.0 0.5 0.2
H 0.980 1.422 -0.480 -0.8 0.5 -0.2
H 1.743 2.592 1.371 -0.5 0.2 -0.3
H 0.738 1.589 2.409 0.0 -0.3 -0.1
H 3.173 1.105 1.300 0.5 0.0 -0.1
```
Forces are in eV/Å.

Record 9
The following is a DFT calculation (ωB97M-V/def2-TZVPD) of an isolated ion of composition C4H9NO2P and charge -1.

Results
Charge: -1
F_max in eV/Å: 2.97
Spin multiplicity: 1
LUMO in eV: 4.29
E_tot in a.u.: -704.50509
HOMO energy in eV: -4.0

```
17
Properties=species:S:1:pos:R:3:forces:R:3
C 0.063 -1.201 1.039 -0.3 -0.3 0.1
C 1.518 -0.851 1.352 0.2 0.4 -0.1
C -1.216 0.957 -1.740 -0.1 -0.1 0.2
C -1.333 0.136 -0.462 -0.4 0.0 -0.1
N -0.136 -0.628 -0.283 2.4 1.7 0.2
O 2.598 0.626 -0.829 0.0 -0.3 -0.2
O 1.034 1.865 0.802 -0.4 0.1 0.3
P 1.515 0.611 0.177 -1.5 -2.0 -0.1
H -0.124 -2.287 1.034 0.0 0.1 0.1
H -0.601 -0.749 1.796 0.0 0.0 0.0
H 1.722 -0.632 2.402 0.0 0.1 -0.1
H 2.210 -1.610 0.993 0.1 0.0 -0.1
H -1.054 0.307 -2.597 0.0 -0.1 -0.1
H -2.116 1.552 -1.902 0.0 0.1 -0.1
H -0.355 1.616 -1.643 0.0 0.1 -0.1
H -1.517 0.827 0.385 0.0 -0.1 -0.1
H -2.208 -0.539 -0.525 0.0 0.1 0.0
```
Forces are in eV/Å.

Record 10
The following is a DFT calculation (ωB97M-V/def2-TZVPD) of a single C4H9NO2S molecule.

Results
Charge: 0
F_max in eV/Å: 4.22
Spin multiplicity: 1
LUMO in eV: 0.57
E_tot in a.u.: -761.18547
HOMO energy in eV: -9.1

```
17
Properties=species:S:1:pos:R:3:forces:R:3
O 1.494 2.170 -0.075 -0.3 3.6 -0.8
C 1.714 1.039 0.061 0.1 -3.3 1.5
O 2.818 0.501 0.646 2.7 2.0 0.8
C 0.647 -0.063 -0.093 -0.6 -0.9 2.7
C -0.570 0.291 -0.898 -3.3 2.4 -1.1
C -1.925 -0.511 -0.781 3.2 -2.0 0.6
S -2.581 -0.898 0.837 -0.4 -0.2 1.1
N 1.308 -1.302 -0.571 0.3 1.0 -1.2
H 3.577 1.201 0.957 -3.2 -2.0 -1.4
H 0.253 -0.080 1.124 1.3 -0.6 -3.3
H -1.013 1.341 -0.864 1.6 -0.7 0.6
H -0.420 0.154 -1.962 0.8 0.1 -0.4
H -2.711 -0.164 -1.404 -0.3 0.8 -0.6
H -1.575 -1.493 -1.179 -0.9 0.2 0.2
H -1.975 -0.066 1.725 0.0 0.0 -0.8
H 0.777 -2.153 -0.491 -0.4 0.0 0.2
H 1.536 -1.164 -1.603 -0.4 -0.3 1.8
```
Forces are in eV/Å.

Record 11
The following is a DFT calculation (ωB97M-V/def2-TZVPD) of a single C4H9NO2S molecule.

Results
Charge: 0
F_max in eV/Å: 3.84
Spin multiplicity: 1
LUMO in eV: 0.82
E_tot in a.u.: -761.08501
HOMO energy in eV: -8.5

```
17
Properties=species:S:1:pos:R:3:forces:R:3
C 1.298 -1.529 -0.111 1.0 0.6 -2.9
C 1.479 0.037 -0.263 0.5 0.3 -2.1
C 0.153 -1.590 0.902 1.6 -0.1 0.9
C -2.040 1.871 0.015 1.9 -0.5 -1.1
N 0.208 0.581 0.241 2.3 0.9 0.6
O -0.417 1.276 -2.101 1.2 1.6 -1.9
O -0.058 -0.233 1.343 -0.2 0.6 0.5
S -1.036 0.672 -0.966 -2.4 -1.7 2.5
H 0.986 -1.957 -1.180 0.8 0.7 2.4
H 2.384 -1.850 0.151 -2.3 -0.4 0.0
H 2.417 0.369 0.335 -2.0 -0.1 -0.9
H 1.568 0.359 -1.398 0.1 -0.6 2.5
H -0.844 -1.760 0.570 -0.3 -1.7 -0.8
H 0.548 -2.196 1.744 -1.1 0.4 -0.1
H -2.919 2.062 -0.574 0.0 1.1 -0.4
H -1.336 2.573 0.477 -0.6 0.6 -0.8
H -2.390 1.317 0.816 -0.7 -1.5 1.7
```
Forces are in eV/Å.

Record 12
The following is a DFT calculation (ωB97M-V/def2-TZVPD) of a single C4H9NO2S molecule.

Results
Charge: 0
F_max in eV/Å: 5.71
Spin multiplicity: 1
LUMO in eV: 0.58
E_tot in a.u.: -761.18421
HOMO energy in eV: -9.2

```
17
Properties=species:S:1:pos:R:3:forces:R:3
O 1.337 1.546 -0.682 -1.9 -0.4 -1.4
C 0.638 0.702 -0.096 3.4 4.5 -0.8
N 1.280 0.270 1.004 2.1 -1.6 1.3
C 1.012 -1.077 1.449 2.9 0.4 2.8
O 2.089 -1.950 1.107 1.5 -0.1 0.1
C -0.784 0.380 -0.317 -0.4 -1.5 1.3
C -1.529 1.047 -1.400 2.0 3.1 -1.1
S -3.058 0.402 -2.005 -1.2 -0.3 -0.2
H 2.365 0.558 0.993 -3.5 -0.8 -0.1
H 0.117 -1.427 1.024 -0.9 -0.7 -0.4
H 0.964 -1.110 2.566 -0.4 0.2 -0.7
H 2.979 -1.725 1.550 -2.5 -0.2 -0.8
H -1.259 0.612 0.676 0.1 -1.2 -0.8
H -0.653 -0.683 -0.621 -1.0 0.1 0.8
H -1.718 2.136 -1.138 -0.4 -1.3 0.1
H -0.772 1.273 -2.179 -0.5 -0.7 -0.3
H -3.007 -0.955 -1.932 0.7 0.5 0.1
```
Forces are in eV/Å.

Record 13
The following is a DFT calculation (ωB97M-V/def2-TZVPD) of a 2-piece molecular cluster, C4H9NO2S overall.

Results
Charge: 0
F_max in eV/Å: 5.20
Spin multiplicity: 1
LUMO in eV: -3.47
E_tot in a.u.: -761.01823
HOMO energy in eV: -8.1

```
17
Properties=species:S:1:pos:R:3:forces:R:3
O -0.549 -1.903 -0.865 -0.4 -0.8 -1.3
C -0.078 -0.776 -0.627 2.0 -2.7 4.0
N 0.401 -0.452 0.598 -1.8 0.6 0.5
C -0.161 -1.099 1.831 0.2 0.5 0.0
O -1.134 -2.044 1.618 -0.1 -0.7 -1.3
C -0.954 0.313 -1.426 1.7 1.7 -3.7
C 0.513 0.096 -1.699 -1.2 2.2 -2.2
S 0.907 2.586 0.078 -0.5 0.0 0.3
H 0.548 0.580 0.670 0.6 0.3 0.2
H -0.681 -0.316 2.387 0.6 0.4 0.2
H 0.689 -1.478 2.399 0.1 0.0 0.1
H -1.040 -2.336 0.667 -0.2 0.0 1.0
H -1.412 1.076 -0.810 0.7 0.1 0.6
H -1.469 -0.020 -2.313 -0.9 -0.9 0.7
H 1.180 0.942 -1.638 0.2 -0.2 1.4
H 0.864 -0.520 -2.518 -1.0 -0.3 -0.3
H 0.414 3.229 1.152 0.1 0.0 -0.1
```
Forces are in eV/Å.

Record 14
The following is a DFT calculation (ωB97M-V/def2-TZVPD) of C4H9NO2S as an isolated structure.

Results
Charge: 0
F_max in eV/Å: 4.38
Spin multiplicity: 1
LUMO in eV: -4.18
E_tot in a.u.: -760.93353
HOMO energy in eV: -7.3

```
17
Properties=species:S:1:pos:R:3:forces:R:3
C -0.945 0.152 0.335 -0.1 0.9 -1.2
C -1.287 1.645 0.405 0.3 -3.1 -0.1
C -1.060 2.183 -0.894 0.0 1.7 1.9
S -3.032 -2.276 -0.489 -0.3 0.5 0.2
N -1.805 2.075 1.514 1.0 1.3 -0.2
C 3.433 -1.298 0.324 3.0 2.5 1.9
O 3.990 -1.929 -0.811 -3.5 0.0 2.1
O 2.415 -0.684 0.400 0.1 -0.3 -0.4
H -0.012 0.077 -0.272 -0.4 -0.4 0.9
H -1.722 -0.239 -0.362 0.1 -0.6 0.2
H -0.959 -0.386 1.283 0.2 0.2 -0.3
H -1.770 3.101 1.558 -0.8 -0.1 -0.3
H -1.203 3.259 -1.001 0.0 -0.2 -0.6
H -0.590 1.571 -1.638 -0.2 0.0 -0.4
H -2.688 -3.436 -1.044 0.3 -0.2 -0.2
H 4.146 -1.480 1.159 -0.5 0.3 0.0
H 3.092 -2.335 -0.469 0.9 -2.4 -3.6
```
Forces are in eV/Å.

Record 15
The following is a DFT calculation (ωB97M-V/def2-TZVPD) of a single C4H9NO2S molecule.

Results
Charge: 0
F_max in eV/Å: 1.17
Spin multiplicity: 1
LUMO in eV: 0.75
E_tot in a.u.: -761.23924
HOMO energy in eV: -9.1

```
17
Properties=species:S:1:pos:R:3:forces:R:3
O 0.504 -0.696 -2.639 -0.3 0.1 0.0
C 0.301 -1.141 -1.544 0.1 -0.9 -0.4
O 0.699 -2.388 -1.178 -0.6 -0.4 0.2
C -0.386 -0.399 -0.428 0.5 1.1 -0.1
C 0.661 0.584 0.114 0.4 0.2 0.0
C 0.321 1.191 1.458 0.2 0.1 1.0
S 0.580 -0.053 2.786 0.0 0.0 0.0
N -1.545 0.252 -0.995 -0.5 -0.3 -0.5
H 0.602 -3.033 -1.904 0.5 0.7 0.0
H -0.663 -1.073 0.371 -0.1 -0.3 0.1
H 1.620 0.058 0.200 0.0 0.1 0.2
H 0.847 1.391 -0.601 -0.2 -0.1 -0.2
H 0.961 2.035 1.698 0.4 0.0 -0.2
H -0.664 1.627 1.593 -0.4 -0.3 -0.4
H -0.556 0.109 3.476 0.0 0.1 -0.1
H -1.902 1.016 -0.443 0.1 0.1 0.0
H -1.383 0.522 -1.965 0.0 0.1 0.5
```
Forces are in eV/Å.